# 1
C4H8N2 | wB97M-V/def2-TZVPD

Structure (XYZ):
```
14
Properties=species:S:1:pos:R:3:forces:R:3:mulliken_charge:R:1
C -0.844042 1.479741 -0.177870 -0.072 0.088 -0.061 -0.964
N -0.036470 0.338534 0.284096 0.007 -0.180 0.128 0.166
C -0.591403 -0.454834 1.168319 0.084 0.028 -0.044 -0.508
C 1.189565 0.204796 -0.285438 -0.043 0.076 -0.022 -0.148
C 2.020009 -0.846628 0.131141 0.521 -0.766 0.356 0.125
N 2.663224 -1.737951 0.518936 -0.614 0.836 -0.368 -0.473
H -1.779765 1.095385 -0.587362 0.121 0.095 0.044 0.365
H -0.299298 2.022300 -0.947956 -0.075 -0.073 0.111 0.258
H -1.045771 2.137431 0.669443 0.023 -0.091 -0.134 0.360
H -0.040425 -1.310191 1.533755 -0.040 0.106 -0.051 0.293
H -0.859941 -1.951193 -1.198129 0.044 0.015 -0.047 0.007
H -1.587026 -0.218892 1.515178 0.135 -0.006 -0.057 0.269
H 1.511240 0.946135 -0.997813 -0.049 -0.107 0.110 0.266
H -0.299891 -1.704633 -1.626298 -0.043 -0.022 0.036 -0.018
```
Positions in Å, forces in eV/Å.

Calculated values
Multiplicity: 1
Frontier orbital gap (alpha / beta): 8.1 / 8.1 eV
Molar mass: 84.1 g mol⁻¹
LUMO (alpha / beta): 0.4 / 0.4 eV
HOMO energy (alpha / beta): -0.2818 / -0.2818 hartree
Net charge: 0
Energy relative to the best compared isomer or geometry (same formula, charge and spin): 71.3 kcal per mole



# 2
C32H67AlBBr2ClCsN2NaO21P3S | wB97M-V/def2-TZVPD

Structure (XYZ):
```
133
Properties=species:S:1:pos:R:3:forces:R:3:mulliken_charge:R:1
C 2.573622 -1.109363 2.410563 0.381 -0.112 -1.010 -1.565
C 2.023762 -1.879317 1.199047 -1.278 0.125 0.705 -0.070
C 0.730331 -1.239385 0.613453 0.887 0.166 0.245 -0.814
Br -0.895665 -2.249510 1.066458 0.210 -0.196 0.016 -0.051
C 0.777331 -0.749585 -0.843500 -0.587 0.192 1.141 0.986
P 2.135478 0.540337 -0.894213 0.192 0.935 0.103 -0.115
O 1.965508 1.474154 -1.991481 -0.628 0.396 -1.912 -0.840
O 2.289512 1.321921 0.464461 0.406 -0.782 0.836 0.213
O 3.560762 -0.180475 -1.094910 -0.196 -0.607 0.253 -0.566
C 1.099745 -1.816225 -1.937753 0.991 0.419 0.631 -2.186
N 1.614685 -3.098259 -1.621869 -1.049 1.215 0.016 1.299
C 2.642071 -3.533120 -2.565657 1.424 1.868 2.498 0.619
C 4.054931 -3.072566 -2.470878 0.013 0.445 0.643 -1.330
O 2.316763 -4.230634 -3.421422 -1.764 -3.121 -3.581 -0.381
C 1.005403 -4.157923 -0.885583 -2.647 0.896 -1.260 0.799
C -0.383344 -4.711393 -1.020195 -0.598 0.578 -1.249 -1.314
O 1.697759 -4.729489 -0.159303 3.680 -2.418 2.911 -0.512
N 0.098225 -1.788975 -3.071218 1.313 -1.415 -0.546 1.625
O -1.111572 -2.414887 -2.801093 -0.291 0.548 0.363 0.135
B -1.530481 -3.330702 -3.796530 -0.383 -0.357 -0.105 -0.184
O -0.822753 -4.429949 -4.144736 0.977 0.639 -0.480 -0.656
O -2.746161 -3.087677 -4.335216 -0.662 0.991 -0.058 -0.371
C -0.009375 -0.433080 -3.609923 -1.435 1.686 0.247 -0.829
C -0.523321 -0.357295 -5.025226 0.283 0.813 0.018 -0.621
C 0.624774 -0.465642 -6.006167 -0.949 -1.029 -0.486 -0.766
C 1.432020 -1.720480 -5.799780 0.751 0.841 0.662 -0.506
Br 1.680415 1.164194 -6.014121 0.110 -0.233 0.183 -0.092
C -0.789655 0.433742 -2.625083 -0.558 -0.630 0.815 -1.112
C -2.302194 0.324387 -2.838391 -0.050 1.188 -0.216 1.310
C -3.020448 1.458013 -3.605239 -0.007 -1.013 0.377 -1.877
C -4.149719 0.790401 -4.364770 -0.067 -0.528 -0.812 -1.470
C -4.945665 -0.091304 -3.408426 -0.654 0.647 -0.195 1.128
C -5.511360 0.708589 -2.210717 -0.173 -0.844 0.990 -1.586
C -4.860879 0.288255 -0.844071 -0.232 0.069 -1.358 0.669
O -5.740612 -0.361578 0.102772 0.834 0.664 0.486 -0.632
C -4.881777 -0.732402 1.176548 1.124 -0.554 -0.895 -1.677
C -0.537523 0.032753 -1.121157 -0.563 0.733 -1.503 -2.285
P -0.661051 1.580485 -0.070247 1.459 0.701 1.012 0.570
C -1.619221 1.161181 1.469732 -0.699 0.217 -1.272 -0.772
C -1.649891 2.917203 -0.849938 -0.899 -1.144 0.000 -1.212
H 1.810941 -0.529111 2.896889 -0.366 -0.017 0.418 0.066
H 2.983406 -1.839152 3.084341 0.123 -0.067 0.563 0.520
H 3.370030 -0.450004 2.099775 0.321 0.316 0.015 0.331
H 1.690198 -2.810491 1.618521 0.187 -0.725 -0.204 0.798
H 2.772130 -2.052329 0.445577 0.209 -0.176 -0.261 -0.043
H 0.613289 -0.358007 1.222786 -0.463 0.435 0.030 0.456
H 3.220165 1.537225 0.625827 -0.012 -0.012 0.154 0.330
H 3.814431 0.038397 -2.003127 0.299 0.045 0.029 0.412
H 1.945026 -1.371545 -2.454541 0.123 0.147 -0.437 0.856
H 4.170390 -2.130079 -2.993666 0.042 0.199 -0.246 0.190
H 4.651628 -3.798907 -2.992418 0.230 -0.199 -0.281 0.570
H 4.392679 -2.935352 -1.455453 0.005 0.032 0.352 0.314
H -0.576728 -5.424312 -0.247727 0.246 -0.241 0.631 0.434
H -0.436531 -5.241898 -1.966963 0.039 -0.027 -0.231 0.299
H -1.162472 -3.969681 -0.995796 -0.180 0.225 -0.126 0.055
H 0.571353 -2.355435 -3.790461 0.040 -0.111 0.104 0.196
H -0.255808 -4.284013 -4.916601 0.219 -0.702 0.060 0.354
H -2.719778 -3.077714 -5.298837 -0.408 -0.557 -0.002 0.256
H 0.951401 0.063986 -3.671144 0.756 -0.630 0.436 0.617
H -0.898099 0.648237 -5.144475 -0.462 0.318 0.072 0.251
H -1.364807 -0.996222 -5.273399 0.004 -0.430 0.028 0.134
H 0.173689 -0.522571 -6.981900 0.075 0.220 -0.550 0.834
H 2.293586 -1.699188 -6.432080 0.405 -0.486 -0.456 0.546
H 0.890091 -2.645951 -5.956981 -0.251 -0.134 -0.409 0.058
H 1.848155 -1.750076 -4.789125 0.339 0.061 -0.005 0.005
H -0.447738 1.433037 -2.835241 0.148 0.455 0.076 1.507
H -2.545977 -0.604582 -3.329018 0.261 -0.356 -0.067 0.684
H -2.788625 0.294919 -1.874597 0.357 -0.147 0.197 -1.989
H -3.465704 2.169830 -2.932643 0.112 0.470 0.329 0.503
H -2.363662 2.040575 -4.220693 0.108 0.130 -0.578 0.814
H -3.687242 0.134427 -5.104148 0.021 -0.263 -0.222 0.003
H -4.772815 1.482571 -4.966526 0.298 -0.143 0.788 0.505
H -4.352002 -0.966019 -3.117905 -0.274 -0.234 0.232 -0.245
H -5.823867 -0.486551 -3.969681 0.471 1.960 0.344 0.309
H -6.619578 0.640676 -2.144672 0.603 0.295 -0.178 0.567
H -5.281619 1.742218 -2.408861 -0.188 0.464 0.087 0.511
H -4.345205 1.136174 -0.405432 -0.202 0.267 0.429 -0.002
H -4.086153 -0.429616 -1.079999 0.094 -0.331 0.173 0.385
H -5.410392 -1.315748 1.967656 0.025 0.589 -0.804 0.769
H -4.056208 -1.380011 0.815736 -0.362 0.119 0.037 0.423
H -4.364723 0.197419 1.602305 -0.758 -2.823 -3.953 0.503
H -1.395325 -0.582344 -0.900814 0.182 -0.726 0.321 1.852
H -1.000138 1.155412 2.346103 0.332 -0.249 0.337 0.049
H -2.160796 0.231508 1.330914 0.151 -0.396 0.223 -0.062
H -2.373250 1.930514 1.620351 -0.039 0.496 -0.050 0.910
H -1.605807 3.777215 -0.200066 0.315 0.236 0.265 0.661
H -1.341887 3.187625 -1.845314 0.309 0.116 -0.270 0.387
H -2.695501 2.623063 -0.897069 -0.322 0.139 -0.160 0.104
C 2.774229 3.685281 3.354258 -0.077 0.129 -0.292 -1.240
C 1.521216 3.309912 4.131398 0.590 -0.722 0.234 0.469
C 1.862440 2.856326 5.540565 -0.629 0.039 0.055 -1.522
O 0.823652 2.259507 3.438593 -0.130 0.533 -0.131 0.130
H 3.442341 2.822465 3.266859 0.001 -0.001 0.185 0.156
H 2.516481 4.000020 2.340546 -0.027 0.063 -0.003 0.234
H 3.315682 4.495077 3.845117 0.034 -0.026 0.018 0.455
H 0.845641 4.165808 4.171652 0.158 -0.142 0.059 0.189
H 2.498313 1.977300 5.516632 0.107 0.028 -0.081 0.355
H 0.955765 2.581328 6.083712 -0.039 0.136 -0.062 0.403
H 2.377067 3.640701 6.094193 0.071 -0.032 0.006 0.393
H 1.413251 1.497300 3.398424 -0.063 0.019 0.125 -0.129
C 7.023864 2.092442 5.392587 0.075 0.075 -0.120 -0.931
S 5.912888 2.021906 6.804895 0.083 -0.119 0.145 0.357
O 4.527438 2.005621 6.273199 0.348 0.029 -0.029 -0.474
C 6.237468 3.692414 7.385669 0.040 0.133 -0.033 -0.957
H 6.944954 1.149586 4.855610 -0.048 -0.034 0.053 0.304
H 6.734336 2.912642 4.734982 -0.056 0.012 0.038 0.273
H 8.048093 2.227494 5.740359 -0.004 -0.015 0.027 0.388
H 5.998939 4.409331 6.599677 -0.037 -0.045 -0.030 0.278
H 7.285413 3.779030 7.673094 0.004 -0.033 0.013 0.394
H 5.605958 3.875526 8.252167 -0.035 -0.067 -0.004 0.321
C -1.028743 -1.642283 4.470863 0.874 0.574 -0.604 0.694
O -1.858103 -2.431981 4.934155 -0.466 -0.305 0.106 -0.623
O -1.319889 -0.500666 3.987605 -0.899 0.248 -0.084 -0.436
O 0.213742 -1.886314 4.366812 0.034 -0.463 0.220 -0.515
Cs -4.646691 0.711608 3.407521 0.480 2.621 6.504 1.158
Al -6.208452 -2.045467 -4.360902 -0.489 -2.241 -0.501 -0.139
Cl -4.139309 3.471207 -5.418918 -0.189 1.012 -0.446 -0.679
O -1.266256 4.695881 3.269591 0.209 -0.015 -0.317 -0.700
H -0.424469 4.278750 3.024103 -0.561 0.021 0.039 0.484
H -1.163078 4.910826 4.203363 -0.161 -0.100 0.034 0.363
O 2.719483 -3.730226 -7.564409 -0.144 -0.221 -0.295 -0.481
P 4.142760 -4.025946 -7.115561 0.047 -0.098 0.067 0.921
O 5.082515 -3.526153 -8.204548 -0.062 0.263 0.094 -0.530
O 4.266422 -5.524913 -6.873156 -0.181 0.028 0.191 -0.506
O 4.486935 -3.313478 -5.811461 0.219 0.014 0.064 -0.377
Na -7.028031 -1.292278 -1.275434 -0.724 -0.794 -0.280 0.557
C -3.484281 2.371638 9.907634 0.058 0.070 0.130 -0.792
C -3.306929 2.758688 8.423394 -0.088 -0.147 0.057 0.563
O -2.684584 3.811635 8.194744 0.094 0.199 -0.206 -0.719
O -3.818773 1.957151 7.598465 -0.174 -0.046 -0.286 -0.734
H -3.019337 3.106299 10.564697 0.020 0.038 -0.035 0.271
H -4.547675 2.308894 10.150156 0.008 -0.108 -0.039 0.220
H -3.027268 1.397584 10.093467 -0.100 -0.048 -0.039 0.207
```
Positions in Å, forces in eV/Å.

Calculated values
Multiplicity: 1
Frontier orbital gap: 1.5 eV
Molar mass: 1329.8 g mol⁻¹
LUMO: -2.7 eV
HOMO energy: -0.1523 hartree
Net charge: -1



The lowest net charge belongs to which entry? C32H67AlBBr2ClCsN2NaO21P3S



What is the molar mass in the second record? 1329.8 g mol⁻¹



Which value of multiplicity does entry 1 give? 1